Density functional theory data (wB97M-V/def2-TZVPD) for a structure of composition C31H39InN5S at a distorted geometry.

ORCA input file:
```
! RIJCOSX wB97M-V def2-TZVPD def2/J DEFGRID3
* xyz -1 1
In -0.5706 0.9192 0.6298
N -2.7357 -3.6062 0.5622
N -1.2980 -1.4469 -0.6052
C 2.8138 0.9193 -0.6206
C 2.9250 -0.4202 -0.1485
C 2.8032 -0.3976 1.2682
C 2.7971 -1.5764 2.1601
H 3.3976 -2.3921 1.7325
H 1.7732 -1.9631 2.3052
H 3.2107 -1.3374 3.1505
C 2.5844 0.9502 1.6687
C 2.2949 1.4226 3.0407
H 2.6043 2.4673 3.1748
H 2.8333 0.8187 3.7823
H 1.2223 1.3700 3.2890
C 2.5998 1.7653 0.5001
C 2.3250 3.2198 0.4542
H 1.2459 3.4274 0.3555
H 2.8344 3.6797 -0.4015
H 2.6723 3.7215 1.3660
C 3.0461 -1.6249 -0.9971
H 3.5040 -2.4558 -0.4479
H 3.6659 -1.4227 -1.8800
H 2.0640 -1.9726 -1.3584
C 2.8116 1.3602 -2.0287
H 1.7868 1.4442 -2.4232
H 3.3581 0.6564 -2.6688
H 3.2775 2.3494 -2.1334
C -3.6315 -4.3910 1.1650
H -4.4067 -4.8551 0.5460
C -3.6214 -4.6067 2.5582
H -4.4407 -5.1409 3.0441
C -2.4985 -4.1576 3.2682
H -2.3820 -4.4140 4.3266
C -1.5449 -3.3843 2.6109
H -0.6109 -3.0909 3.0831
C -1.8210 -2.9394 1.2876
C -1.1370 -1.7070 0.7919
H -0.0668 -1.6971 1.0673
C -1.1935 -0.1850 -1.1114
C -1.2382 -2.3783 -1.6586
H -1.3212 -3.4316 -1.4924
C -1.1281 -1.6904 -2.7987
H -1.0216 -2.0416 -3.8039
N -1.1226 -0.3328 -2.4753
C -1.0813 0.7303 -3.4417
C -0.0916 0.7459 -4.4403
C 0.0492 1.9030 -5.2286
H 0.8621 1.9397 -5.9627
C -0.7956 3.0068 -5.0687
C -0.5675 4.2709 -5.8558
H -0.1567 5.0853 -5.2370
H -1.5180 4.6251 -6.2730
H 0.1305 4.0959 -6.6840
C -1.8641 2.9093 -4.1720
H -2.5794 3.7382 -4.0920
C -2.0298 1.7656 -3.3776
C -3.2451 1.6368 -2.5273
H -3.7426 0.6640 -2.6304
H -3.9615 2.4096 -2.8213
H -3.0319 1.8091 -1.4685
C 0.8510 -0.3852 -4.6800
H 0.3542 -1.3384 -4.8853
H 1.5593 -0.5149 -3.8517
H 1.4474 -0.1559 -5.5700
S -1.8108 -0.2476 2.5994
C -1.3021 -0.2143 4.2756
N -0.1209 -0.6238 4.7913
C -0.1137 -0.6470 6.2505
C -1.5158 -0.1759 6.6052
N -2.1150 0.0969 5.3056
H 0.6340 -0.9663 4.2071
H 0.6633 0.0227 6.6479
H 0.0683 -1.6578 6.6426
H -1.4795 0.7117 7.2456
H -2.0727 -0.9587 7.1364
H -3.0839 0.3628 5.1687
*
```

energy above the lowest of the compared OMol25 structures with the same formula, charge and spin: 103.9 kJ/mol
HOMO-LUMO gap: 4.82 eV
strongest force on any atom: 4.5 eV/A



Density functional theory data (wB97M-V/def2-TZVPD) for a cluster of 11 separate species, C47H63N8O17 in total at a distorted geometry.

ORCA input file:
```
! RIJCOSX wB97M-V def2-TZVPD def2/J DEFGRID3
* xyz -1 1
C 2.2099 -5.5130 2.3905
C 1.6229 -4.1993 2.9109
N 0.6224 -3.6641 1.9863
C 0.7749 -3.5609 0.6574
C -0.2015 -2.6949 0.2210
N -1.0292 -2.4047 1.3031
C -0.5415 -3.0839 2.3577
C -2.1938 -1.6264 1.3766
H 2.9589 -5.3426 1.6176
H 1.3777 -6.1239 2.0423
H 2.7437 -5.9427 3.2380
H 2.4200 -3.4677 3.0387
H 1.0992 -4.3738 3.8503
H 1.5835 -4.0431 0.1308
H -0.5731 -2.4067 -0.7510
H -1.0696 -3.2568 3.2826
H -3.0102 -2.3078 1.6182
H -2.4619 -1.2029 0.4095
H -2.0875 -0.8692 2.1525
O 0.7319 0.4868 -1.4307
C -0.1857 0.5750 -0.3039
C -0.8061 1.8973 0.2398
O -1.7535 2.6584 -0.5779
H 0.3489 0.0404 0.4893
H -1.0417 -0.0460 -0.5918
H 0.0591 2.5444 0.4142
H -1.1546 1.7536 1.2680
C -3.4149 -2.4692 -2.1020
C -4.5440 -1.8219 -1.6171
C -5.7323 -2.5392 -1.3605
C -5.7244 -3.8704 -1.6245
C -4.6450 -4.5494 -2.1537
C -3.4104 -3.8651 -2.2833
O -2.3449 -4.4948 -2.7707
O -6.7802 -1.8439 -0.9396
H -2.4975 -1.9018 -2.1713
H -4.4424 -0.7675 -1.3984
H -6.5890 -4.4916 -1.4324
H -4.5563 -5.5878 -2.4410
H -2.6552 -4.7284 -3.6508
H -6.6021 -1.0528 -0.4263
C 5.6142 -2.7917 -0.7917
C 4.8940 -1.8601 -0.0829
C 3.6254 -1.4521 -0.4960
C 3.0458 -2.2037 -1.5689
C 3.7693 -3.1506 -2.2093
C 5.0661 -3.4457 -1.8627
O 5.7798 -4.4985 -2.3797
O 2.8115 -0.6344 0.2050
H 6.5673 -3.1772 -0.4555
H 5.3301 -1.4928 0.8350
H 1.9775 -2.0718 -1.6699
H 3.3927 -3.7096 -3.0553
H 6.2360 -4.9121 -1.6434
H 2.0699 -0.3460 -0.3545
C 0.8457 -0.2286 4.1100
C 1.8148 -0.3191 3.1355
C 3.0638 -0.9097 3.4442
C 3.2328 -1.5647 4.6524
C 2.2166 -1.5105 5.6220
C 1.0606 -0.8127 5.3642
O 0.1185 -0.7377 6.3606
O 4.2071 -0.7245 2.7076
H -0.0962 0.2097 3.8095
H 1.6761 0.1078 2.1526
H 4.2019 -1.9190 4.9729
H 2.3756 -1.9351 6.6029
H -0.5372 -0.0572 6.1880
H 3.9724 -0.9593 1.8020
C -3.5320 1.6667 2.3700
C -3.7283 1.2244 3.6488
C -4.4565 0.0202 3.8172
C -5.0659 -0.6297 2.7554
C -4.9989 -0.1003 1.4863
C -4.2649 1.0588 1.2942
O -4.2573 1.7454 0.1231
O -4.6922 -0.5240 5.0529
H -2.8457 2.4777 2.1712
H -3.2655 1.7870 4.4469
H -5.7357 -1.4467 2.9853
H -5.5623 -0.4072 0.6178
H -3.4677 2.2998 0.1690
H -4.7429 -1.4816 5.0302
C -1.7312 5.9127 0.8828
C -1.1926 7.1272 0.5072
C -2.1423 8.0836 0.1639
C -3.5504 7.8596 0.2416
C -4.0244 6.7042 0.7057
C -3.1350 5.6558 0.9223
O -3.5408 4.3608 0.9218
O -1.7913 9.3099 -0.2945
H -1.1015 5.0550 1.0741
H -0.1149 7.0698 0.4524
H -4.2947 8.5314 -0.1615
H -5.0770 6.4582 0.6869
H -3.0188 3.8478 0.2887
H -0.8969 9.2156 -0.6331
C 4.6715 1.0750 -2.0672
C 6.0534 0.7292 -1.9469
C 6.6007 0.0939 -3.0255
C 5.9156 0.0049 -4.2166
C 4.6401 0.5092 -4.3609
C 3.9707 1.0238 -3.2476
O 2.6828 1.5136 -3.3627
O 7.8533 -0.4374 -2.9590
H 4.2784 1.5464 -1.1771
H 6.5441 0.8616 -0.9935
H 6.4406 -0.4482 -5.0457
H 4.2617 0.5548 -5.3721
H 2.1137 1.0714 -2.7101
H 8.1554 -0.7336 -2.0984
C -3.9732 1.6098 -3.2743
O -4.7473 1.1843 -4.0974
N -4.1566 2.7582 -2.6076
N -2.8153 1.0004 -2.9046
H -3.5396 3.0473 -1.8617
H -4.8406 3.3769 -3.0131
H -2.5137 0.1332 -3.3190
H -2.3216 1.3513 -2.0938
C -0.5378 -0.7572 -4.8871
O -0.8454 -1.0502 -6.0572
N -0.6026 -1.6661 -3.9538
N -0.1238 0.3332 -4.3448
H -0.8131 -2.5504 -4.3938
H 0.0575 -1.5841 -3.1945
H 0.0546 0.3286 -3.3497
H 0.4308 0.9688 -4.8987
C 3.1958 3.5142 0.4578
O 2.3413 3.5579 -0.4231
N 4.3328 4.2287 0.4132
N 3.1115 2.8039 1.5399
H 4.5192 4.7436 -0.4329
H 4.8238 4.4924 1.2526
H 2.2781 2.2869 1.7708
H 3.8942 2.9071 2.1660
*
```

energy above the lowest of the compared OMol25 structures with the same formula, charge and spin: 0.0 kJ/mol
HOMO-LUMO gap: 5.82 eV
strongest force on any atom: 4.9 eV/A



Density functional theory data (wB97M-V/def2-TZVPD) for a structure of composition C60H50N10O29S2V at a distorted geometry.

ORCA input file:
```
! RIJCOSX wB97M-V def2-TZVPD def2/J DEFGRID3
* xyz -2 2
O 0.5166 1.1322 1.5417
V -0.3517 0.2471 0.5053
S 0.5781 -2.2045 0.1302
O 1.7588 -1.8097 -0.5160
O -0.5711 -1.5583 -0.5429
O 0.4492 -3.5684 0.3722
O 0.5298 -1.3760 1.3862
S -2.3781 1.9053 0.0784
O -3.6871 2.0692 -0.4889
O -1.2277 1.6094 -0.7517
O -2.2332 3.1760 0.7473
O -2.3381 0.8619 1.0788
C 2.0893 7.3676 -0.2954
C 1.7575 8.6104 -0.8224
C 0.5113 8.8747 -1.1343
C -0.5602 8.0054 -0.7470
C -0.2439 6.8160 -0.1419
C 1.1450 6.4564 0.1682
N -1.9682 8.2691 -1.0885
O -2.1920 9.4047 -1.3869
O -2.8379 7.4194 -0.9296
H 3.1375 7.1096 -0.2612
H 2.5829 9.2735 -1.0355
H 0.3307 9.7818 -1.6919
H -1.0634 6.1554 0.0999
H 1.5654 5.5251 0.5180
C -1.7300 -3.4695 -4.8185
C -1.1387 -2.7837 -3.7262
C 0.2522 -2.7893 -3.5960
C 1.0300 -3.5143 -4.4827
C 0.4245 -4.3521 -5.4210
C -0.9636 -4.4091 -5.4892
N 2.5707 -3.5929 -4.3883
O 3.1897 -4.2988 -5.1505
O 3.1586 -2.8217 -3.5374
H -2.8063 -3.3900 -4.8595
H -1.7870 -2.3122 -3.0025
H 0.7574 -2.1823 -2.8593
H 1.1026 -4.9855 -5.9737
H -1.5152 -5.0387 -6.1716
C 5.6892 -0.2599 1.7029
C 7.0093 -0.1520 1.4130
C 7.3775 -0.0470 0.1060
C 6.4751 -0.0670 -0.9556
C 5.1576 -0.3763 -0.6455
C 4.7480 -0.5745 0.7185
N 6.8732 0.0840 -2.3878
O 6.7030 -0.8507 -3.2046
O 7.6700 0.9445 -2.6723
H 5.3861 -0.3126 2.7382
H 7.7276 -0.2641 2.2117
H 8.3840 0.3306 0.0026
H 4.4160 -0.5489 -1.4114
H 3.7330 -0.8826 0.9216
C -2.0724 -3.5095 3.1363
C -1.0435 -3.2624 4.0620
C -1.4165 -3.2374 5.4221
C -2.5807 -3.8090 5.8440
C -3.5912 -4.1483 4.9601
C -3.3085 -3.9637 3.5895
N -2.8557 -3.9566 7.2932
O -4.0936 -3.9575 7.6031
O -1.9463 -4.1405 8.1051
H -1.7213 -3.4242 2.1186
H -0.0836 -2.8672 3.7640
H -0.5816 -3.0159 6.0705
H -4.6111 -4.4026 5.2082
H -4.1260 -4.1132 2.8999
C 6.0716 1.5956 5.6679
C 6.8553 2.2339 6.6136
C 7.0532 3.6340 6.5402
C 6.3751 4.3423 5.5119
C 5.4619 3.6442 4.6439
C 5.4001 2.2498 4.6606
N 6.7250 5.7637 5.3906
O 6.3394 6.3152 4.3793
O 7.4970 6.2447 6.2411
H 6.0689 0.5281 5.5039
H 7.5413 1.7249 7.2745
H 7.4784 4.0900 7.4220
H 4.8205 4.2131 3.9870
H 4.8141 1.7671 3.8925
C -1.3159 -0.1765 -5.6705
C -2.2478 0.2392 -6.6476
C -3.4071 0.9314 -6.2700
C -3.6363 1.2931 -4.9338
C -2.7072 0.8197 -3.9690
C -1.5707 0.1308 -4.3137
N -4.7897 2.2178 -4.5603
O -4.8784 2.7312 -3.4865
O -5.7144 2.3157 -5.4253
H -0.5097 -0.8075 -6.0147
H -2.1693 -0.1070 -7.6676
H -4.1053 1.1350 -7.0683
H -2.8925 0.8738 -2.9064
H -0.8584 -0.2408 -3.5920
C -2.4488 2.3474 4.5708
C -1.8169 3.4631 4.1094
C -0.4047 3.4597 3.9509
C 0.3648 2.3422 4.1918
C -0.2141 1.2570 4.7607
C -1.6177 1.2631 4.9243
N 1.7858 2.3788 3.9155
O 2.5079 1.6454 4.5695
O 2.0827 3.2186 3.0774
H -3.5088 2.1648 4.6689
H -2.4088 4.2942 3.7555
H -0.0063 4.3651 3.5174
H 0.3203 0.3315 4.9162
H -2.0502 0.4042 5.4160
C 4.7306 0.2548 -5.2938
C 5.3270 1.2675 -4.5211
C 4.7210 1.8309 -3.4232
C 3.3447 1.4771 -3.1537
C 2.6118 0.5868 -4.0002
C 3.2986 0.0352 -5.0823
N 2.6044 2.0110 -1.9587
O 1.7162 1.2968 -1.4755
O 3.1377 2.9103 -1.3850
H 5.2663 -0.2500 -6.0842
H 6.2800 1.6811 -4.8163
H 5.1785 2.6280 -2.8560
H 1.5766 0.3578 -3.7943
H 2.7532 -0.7546 -5.5776
C -4.8521 -0.6073 -1.0248
C -6.1493 -0.7343 -1.5795
C -7.0967 -1.6135 -1.0546
C -6.7992 -2.3807 0.0806
C -5.5183 -2.3156 0.5822
C -4.6198 -1.4249 0.1091
N -7.8308 -3.2929 0.6721
O -8.8651 -3.4227 -0.0079
O -7.5546 -3.8022 1.7628
H -4.1361 0.0265 -1.5268
H -6.4034 -0.1851 -2.4740
H -8.0810 -1.5488 -1.4943
H -5.1240 -2.8233 1.4501
H -3.6642 -1.3936 0.6115
C -2.8387 -4.8196 -0.7678
C -2.5394 -5.9633 0.0030
C -3.3748 -7.0184 -0.0008
C -4.6040 -6.9186 -0.5880
C -4.9655 -5.7654 -1.3058
C -4.0794 -4.6824 -1.5088
N -5.5584 -8.0336 -0.4182
O -5.3340 -9.0531 0.2312
O -6.7016 -7.8108 -0.8331
H -2.2594 -3.9365 -0.5419
H -1.6211 -5.9603 0.5714
H -3.0244 -7.8554 0.5849
H -6.0059 -5.6877 -1.5851
H -4.3923 -3.7745 -2.0030
*
```

energy above the lowest of the compared OMol25 structures with the same formula, charge and spin: 164.0 kJ/mol
HOMO-LUMO gap (spin up / spin down): 5.94 / 5.94 eV
strongest force on any atom: 8.3 eV/A
<S²>: 0.779



Density functional theory data (wB97M-V/def2-TZVPD) for a cluster of 3 separate species, C5H8BrFN3O9S in total at a distorted geometry.

ORCA input file:
```
! RIJCOSX wB97M-V def2-TZVPD def2/J DEFGRID3
* xyz -1 1
O -0.4058 0.1906 -1.7502
C -0.7711 1.0068 -2.5427
Br 0.1241 2.7243 -2.8828
C -2.0948 0.6889 -3.3573
N -3.2486 0.9220 -2.4654
C -4.2413 -0.2066 -2.4882
O -4.0634 -1.0882 -1.6304
O -5.1866 -0.2851 -3.3765
S -3.9564 2.4424 -2.6842
O -5.3387 2.4542 -2.2154
O -3.9254 2.9368 -4.0576
F -3.1003 3.4740 -1.7097
H -2.0700 -0.4256 -3.5563
H -2.1592 1.1905 -4.3596
C 0.3569 -0.6968 1.1077
N 1.3335 -0.0134 1.9974
O 1.2301 1.1884 2.1270
O 2.1754 -0.7158 2.5378
H -0.3246 0.0432 0.7002
H 0.9198 -1.1802 0.3126
H -0.1809 -1.4259 1.7107
C 4.4514 -1.7568 3.7383
N 5.6805 -2.0590 4.5207
O 6.6930 -2.3234 3.8974
O 5.5846 -2.0196 5.7334
H 4.6842 -1.8289 2.6800
H 3.6963 -2.4879 4.0177
H 4.1372 -0.7489 3.9953
*
```

HOMO-LUMO gap: 7.20 eV
strongest force on any atom: 6.3 eV/A



Density functional theory data (wB97M-V/def2-TZVPD) for a structure of composition C26H24As2Na.

ORCA input file:
```
! RIJCOSX wB97M-V def2-TZVPD def2/J DEFGRID3
* xyz 1 1
Na -1.8496 1.8112 -1.5356
C -0.1944 -1.3749 -0.7385
C -0.2924 -0.9724 0.7475
As -2.1463 -1.1171 1.4071
C -2.7229 0.6805 0.8340
C -3.8999 0.7969 0.0920
C -4.3717 2.0497 -0.3143
C -3.6709 3.2042 0.0252
C -2.4863 3.1040 0.7572
C -2.0241 1.8534 1.1481
C -1.7739 -0.7214 3.2863
C -0.9178 -1.5923 3.9570
C -0.6540 -1.4206 5.3069
C -1.2564 -0.3829 6.0048
C -2.1290 0.4724 5.3501
C -2.3904 0.3037 3.9960
As 0.5239 0.1018 -1.8223
C 2.2538 0.3197 -0.9793
C 2.5143 1.4534 -0.2194
C 3.7307 1.5886 0.4378
C 4.6862 0.5901 0.3309
C 4.4302 -0.5424 -0.4335
C 3.2174 -0.6800 -1.0889
C 1.0251 -0.7859 -3.4625
C 1.8256 -0.0752 -4.3558
C 2.2196 -0.6556 -5.5510
C 1.8073 -1.9442 -5.8659
C 1.0044 -2.6493 -4.9838
C 0.6117 -2.0736 -3.7805
H -1.1764 -1.6164 -1.1565
H 0.4296 -2.2580 -0.8707
H 0.0808 0.0376 0.9272
H 0.3229 -1.6336 1.3554
H -4.4669 -0.0947 -0.1492
H -5.2958 2.1216 -0.8732
H -4.0536 4.1741 -0.2650
H -1.9409 3.9954 1.0390
H -1.1103 1.7918 1.7149
H -0.4544 -2.4176 3.4265
H 0.0169 -2.1014 5.8139
H -1.0540 -0.2477 7.0588
H -2.6141 1.2724 5.8942
H -3.0881 0.9710 3.5054
H 1.7711 2.2398 -0.1441
H 3.9331 2.4737 1.0264
H 5.6359 0.6942 0.8384
H 5.1811 -1.3167 -0.5207
H 3.0207 -1.5561 -1.6964
H 2.1572 0.9276 -4.1103
H 2.8488 -0.1010 -6.2345
H 2.1140 -2.3979 -6.7989
H 0.6830 -3.6539 -5.2258
H -0.0105 -2.6462 -3.1045
*
```

HOMO-LUMO gap: 8.23 eV
strongest force on any atom: 0.3 eV/A